This record from OMol25 describes C4H8O2 in the gas phase in a non-equilibrium geometry. The level of theory is the ωB97M-V functional and the def2-TZVPD basis.

XYZ file:
```
14
Properties=species:S:1:pos:R:3:forces:R:3
C -1.6172 -0.4807 1.0302 -0.2495 0.0730 0.1607
O -0.5029 -0.9297 0.2953 -0.0197 -0.0242 -0.0169
C -0.1177 -0.0761 -0.7367 0.2235 -0.1454 -0.1354
C 0.5831 1.2220 -0.4070 0.2698 0.0155 0.0657
C 1.3775 0.0082 -0.8405 0.5209 -0.3198 -0.1143
O 2.1332 -0.6835 0.1152 -0.3785 0.0519 0.6098
H -2.5089 -0.4087 0.3932 0.0938 0.0022 0.0708
H -1.4234 0.4998 1.4848 -0.0443 -0.1267 -0.0525
H -1.7962 -1.2193 1.8141 -0.0132 0.1292 -0.0788
H -0.7706 -0.1079 -1.6160 0.3307 -0.0217 0.1724
H 0.7304 1.4648 0.6430 -0.1171 -0.0399 -0.1321
H 0.4203 2.0796 -1.0603 0.1358 -0.3198 0.0736
H 1.9862 -0.1387 -1.7182 -0.7343 0.8089 -0.8805
H 1.5061 -1.2298 0.6030 -0.0181 -0.0832 0.2575
```
Forces are in eV/Å.

Frontier orbital gap: 10.48 eV
LUMO: 1.0 eV
SMILES: CO[C@H]1C[C@H]1O
HOMO level: -0.3484 Ha

---

This record from OMol25 describes 2 unconnected molecules or ions with the total composition C4H8O2. The level of theory is the ωB97M-V functional and the def2-TZVPD basis.

XYZ file:
```
14
Properties=species:S:1:pos:R:3:forces:R:3
C 0.8529 0.4719 0.9693 -0.0748 -0.1022 0.2482
C 0.3099 -0.7290 1.1564 0.0496 0.1812 0.1810
O -0.6882 -1.2177 0.3492 0.0099 -0.0184 0.1235
C -1.4409 -0.1519 -0.1992 -0.1426 0.2130 -0.1077
C -0.5409 0.8742 -0.8776 -0.1825 -0.0945 -0.1842
O 0.4854 1.3441 -0.0113 0.0421 -0.0110 0.0710
H 1.6813 0.8409 1.5610 -0.2086 -0.0506 0.0546
H 0.6150 -1.3995 1.9491 0.0578 0.0607 -0.1386
H -2.0140 0.3231 0.6075 0.0418 -0.0045 -0.0968
H -2.1315 -0.5841 -0.9278 0.0832 0.0906 0.0982
H -1.1308 1.7514 -1.1661 0.0886 -0.1522 -0.0105
H -0.0849 0.4445 -1.7769 -0.0289 0.0009 0.1563
H 2.2498 -0.8115 -1.0892 0.0553 -0.1493 -0.1141
H 1.8686 -1.1858 -0.5701 0.2091 0.0363 -0.2809
```
Forces are in eV/Å.

Frontier orbital gap: 9.36 eV
LUMO: 1.1 eV
SMILES: C1=COCCO1.[H][H]
HOMO level: -0.3050 Ha

---

This record from OMol25 describes C4H8O2 in the gas phase. The level of theory is the ωB97M-V functional and the def2-TZVPD basis.

XYZ file:
```
14
Properties=species:S:1:pos:R:3:forces:R:3
C -1.3033 1.3273 -0.1783 -0.1494 0.1746 0.1024
O -0.5780 0.4366 -1.0034 0.0272 -0.0363 -0.0319
C 0.6986 0.0742 -0.5602 0.1479 0.0105 -0.0995
C 0.9942 -0.1766 0.8947 -0.0059 0.0620 0.1727
C 0.7945 -1.3331 -0.0463 0.3121 -0.0160 0.0042
O -0.4115 -2.0231 0.0315 -0.1495 0.0638 -0.1460
H -0.6685 2.1410 0.1896 -0.0698 -0.0676 -0.0732
H -1.7481 0.8094 0.6811 0.0679 0.0623 -0.0889
H -2.1073 1.7399 -0.7927 0.1226 -0.0438 0.0941
H 1.4941 0.4769 -1.1855 -0.1335 -0.0852 0.1082
H 0.2060 -0.0124 1.6232 0.0867 -0.0564 -0.1342
H 1.9965 0.0617 1.2407 -0.1675 -0.0589 -0.0694
H 1.6453 -1.9568 -0.3138 -0.1432 0.1298 0.0168
H -1.0124 -1.5650 -0.5806 0.0545 -0.1389 0.1448
```
Forces are in eV/Å.

Frontier orbital gap: 10.51 eV
LUMO: 1.0 eV
SMILES: CO[C@H]1C[C@H]1O
HOMO level: -0.3495 Ha

---

This record from OMol25 describes a molecular structure, C4H8O2. The level of theory is the ωB97M-V functional and the def2-TZVPD basis.

XYZ file:
```
14
Properties=species:S:1:pos:R:3:forces:R:3
C -0.8614 -0.2815 -1.5128 -0.1278 -0.0634 -0.2513
C -0.0744 0.7318 0.5693 0.1976 -0.2485 0.0233
O 0.1598 2.0688 0.9149 -0.1497 0.0580 0.0093
C 0.0435 -0.4183 1.5456 -0.0850 -0.1523 0.1354
C 0.9614 -0.2283 0.3771 0.0092 0.1140 0.0392
O 0.6100 -1.0694 -0.8136 0.0654 0.0836 -0.1424
H -1.7306 -0.1785 -0.8828 0.1225 -0.1125 -0.0598
H -0.9307 -1.1324 -2.1949 0.0820 0.1278 0.0423
H -0.5611 0.6451 -1.9884 -0.0803 -0.1065 0.1288
H -0.7147 2.4740 0.9376 0.2479 0.0682 0.0733
H 0.5234 -0.3063 2.5232 -0.0513 0.0460 -0.1431
H -0.7032 -1.2146 1.5154 0.0962 0.1579 0.0131
H 2.0421 -0.1560 0.4788 -0.2050 0.0789 -0.0105
H 1.3028 -0.9740 -1.4967 -0.1217 -0.0513 0.1424
```
Forces are in eV/Å.

Frontier orbital gap (alpha / beta): 7.27 / 7.27 eV
LUMO (alpha / beta): 0.7 / 0.7 eV
HOMO level (alpha / beta): -0.2432 / -0.2433 Ha

---

This record from OMol25 describes a molecular structure, C4H8O2. The level of theory is the ωB97M-V functional and the def2-TZVPD basis.

XYZ file:
```
14
Properties=species:S:1:pos:R:3:forces:R:3
C 0.0666 -1.7700 0.2479 0.0835 -0.0286 0.0545
C -0.2894 -0.3440 0.5737 -0.2389 -0.3258 -0.1728
O 0.6401 0.5901 1.1876 0.0463 -0.1290 0.1603
C 0.0815 1.6321 0.3544 -0.0425 0.2881 -0.1385
C -0.3842 0.5659 -0.6450 -0.2967 0.1232 0.0118
O 0.5839 0.3071 -1.6364 0.1393 0.0765 -0.0503
H 1.0686 -1.8673 -0.1731 -0.0854 0.0242 0.0961
H -0.0756 -2.4721 1.0724 0.1254 0.1532 -0.0237
H -0.6499 -2.0193 -0.5490 0.2176 -0.2364 0.1754
H -1.2255 -0.3150 1.1536 0.0656 0.0158 -0.1575
H 0.8355 2.3528 0.0130 -0.1056 -0.1633 0.0416
H -0.7341 2.1670 0.8608 0.1117 -0.1247 -0.0534
H -1.3527 0.5467 -1.1501 0.0520 0.5277 0.1175
H 1.4352 0.6260 -1.3098 -0.0724 -0.2010 -0.0610
```
Forces are in eV/Å.

Frontier orbital gap: 11.00 eV
LUMO: 1.0 eV
HOMO level: -0.3681 Ha

---

This record from OMol25 describes 3 unconnected molecules or ions with the total composition C4H8O2 in a non-equilibrium geometry. The level of theory is the ωB97M-V functional and the def2-TZVPD basis.

XYZ file:
```
14
Properties=species:S:1:pos:R:3:forces:R:3
C 2.0155 0.0563 -0.4872 0.2745 0.2446 -0.0243
O 0.9768 -0.8496 -0.1849 -0.1572 0.1737 0.3948
C -0.2642 -0.3614 -0.4471 -0.5673 0.4009 0.2382
C -1.3866 -1.0439 0.1326 0.2158 0.1900 0.3231
C -0.6800 1.4648 0.7118 -0.4628 -0.9109 -0.0239
O -0.9117 2.5640 0.4386 0.2058 -0.5319 0.2078
H 2.9682 -0.4409 -0.3295 -0.0651 -0.1509 0.0339
H 1.9698 0.4031 -1.5224 -0.1105 -0.0587 -0.0871
H 1.9608 0.9307 0.1651 -0.0548 0.0319 0.0678
H -0.3316 0.1290 -1.4261 -0.2146 -0.0477 0.3323
H -2.2589 -1.1323 -0.5425 0.3212 0.4488 0.7653
H -1.1751 -1.9860 0.6302 0.2712 -0.1541 -0.2717
H -1.6068 -0.3767 1.2506 -0.4226 -0.3666 -1.2402
H -1.4390 0.6214 1.7285 0.7664 0.7309 -0.7158
```
Forces are in eV/Å.

Frontier orbital gap: 9.22 eV
LUMO: 0.9 eV
HOMO level: -0.3048 Ha

---

This record from OMol25 describes C4H8O2 in the gas phase in a non-equilibrium geometry. The level of theory is the ωB97M-V functional and the def2-TZVPD basis.

XYZ file:
```
14
Properties=species:S:1:pos:R:3:forces:R:3
C 1.1562 0.6327 0.6415 -0.1528 0.1128 -0.1589
C 0.4848 1.0437 -0.6545 0.2605 0.2790 -0.1445
O -0.8917 0.7677 -0.6111 -0.1425 0.4246 -0.6441
C -1.1329 -0.6177 -0.6482 0.3244 0.0117 0.2974
C -0.5599 -1.0936 0.7291 -0.2841 -0.0956 -0.1989
O 0.8232 -0.7279 0.8743 -0.0585 -0.1670 -0.1593
H 2.2541 0.6888 0.5634 -0.3813 -0.1242 -0.0437
H 0.8633 1.2998 1.4723 -0.2054 -0.3376 -0.1209
H 0.5281 2.1105 -0.8573 0.4613 0.1034 0.0045
H 0.9321 0.4598 -1.4749 0.0613 0.2908 0.0121
H -2.1961 -0.6622 -0.9567 0.2870 -0.6482 1.1591
H -0.6071 -1.1055 -1.4958 0.2042 0.2307 0.4181
H -1.1239 -0.6199 1.5497 -0.0782 -0.1633 -0.3218
H -0.5300 -2.1761 0.8682 -0.2959 0.0829 -0.0989
```
Forces are in eV/Å.

Frontier orbital gap: 10.42 eV
LUMO: 1.1 eV
SMILES: C1COCCO1
HOMO level: -0.3418 Ha

---

This record from OMol25 describes 2 unconnected molecules or ions with the total composition C4H8O2. The level of theory is the ωB97M-V functional and the def2-TZVPD basis.

XYZ file:
```
14
Properties=species:S:1:pos:R:3:forces:R:3
C 2.1848 -0.0395 -0.1293 0.3881 0.0159 0.1710
O 1.2179 -0.0704 -1.1422 0.0120 -0.0688 -0.4999
C -0.0510 0.1743 -0.7127 0.1206 0.1748 -0.2012
C -1.9218 -0.8723 0.4269 -0.2425 -0.0080 0.1187
C -0.4429 1.1935 0.1156 -0.2427 -0.1840 0.1578
O -1.5851 1.0770 0.7008 0.3335 -0.4737 -0.3570
H 3.1152 -0.4135 -0.5517 0.0021 0.0274 -0.0085
H 2.3382 0.9763 0.2281 0.1543 0.1620 0.1112
H 1.8899 -0.6632 0.7148 -0.0618 -0.0928 0.0896
H -0.7873 -0.1184 -1.4457 -0.1796 -0.2784 0.0733
H -1.8398 -1.6457 -0.3550 0.0835 0.7605 0.1171
H -1.3333 -1.1346 1.2993 -0.1800 0.2213 -0.0450
H -2.9450 -0.5633 0.5976 0.0829 -0.1248 0.1151
H 0.1603 2.0997 0.2536 -0.2704 -0.1312 0.1580
```
Forces are in eV/Å.

Frontier orbital gap (alpha / beta): 7.38 / 7.38 eV
LUMO (alpha / beta): -0.1 / -0.1 eV
HOMO level (alpha / beta): -0.2759 / -0.2758 Ha

---

This record from OMol25 describes C4H8O2 in the gas phase in a non-equilibrium geometry. The level of theory is the ωB97M-V functional and the def2-TZVPD basis.

XYZ file:
```
14
Properties=species:S:1:pos:R:3:forces:R:3
O -0.9218 0.5166 1.9774 -2.5685 1.5531 -3.8458
C -0.1519 -0.4491 1.2863 1.0478 -0.3181 0.6478
C 0.5402 -0.0611 -0.1399 -1.5772 -0.3945 2.7851
O 1.9200 -0.0284 0.0218 0.1125 0.4524 -0.1694
C -0.1815 0.8447 -1.1192 -0.3473 0.3264 -0.2074
C -0.0837 -0.6493 -1.3274 -2.1970 -1.7250 -0.5945
H -1.5998 0.7576 1.2018 1.7319 -0.1838 2.9904
H -0.7854 -1.3506 1.2887 0.4704 -0.0790 -0.8338
H 0.6303 -0.6330 2.0554 0.0994 -0.2526 -0.9939
H 2.0598 0.5535 0.7874 0.2365 -0.1913 -0.4169
H 0.3623 1.5440 -1.7596 0.3404 -0.6054 0.2498
H -1.1812 1.2469 -0.9790 0.0559 -0.1122 0.6068
H -1.0964 -1.2698 -1.1174 2.5802 1.4785 -0.5929
H 0.4890 -1.0221 -2.1763 0.0149 0.0515 0.3746
```
Forces are in eV/Å.

Frontier orbital gap: 10.59 eV
LUMO: 0.8 eV
SMILES: OCC1(O)CC1
HOMO level: -0.3603 Ha

---

This record from OMol25 describes C4H8O2 in the gas phase. The level of theory is the ωB97M-V functional and the def2-TZVPD basis.

XYZ file:
```
14
Properties=species:S:1:pos:R:3:forces:R:3
C -2.2569 -0.1907 -0.0657 -0.0680 -0.0177 -0.0475
C -1.0178 0.4509 0.5479 0.0094 0.0145 0.0295
C 0.2369 0.1006 -0.2207 -0.1214 -0.0407 -0.2919
O 0.2776 -0.1731 -1.3975 0.0016 0.0876 0.4574
O 1.3296 0.1426 0.5619 -0.1203 -0.0095 -0.0047
C 2.5507 -0.1828 -0.1035 0.2298 -0.0568 -0.0840
H -3.1647 0.1801 0.4191 0.1343 -0.0542 -0.0588
H -2.3123 0.0316 -1.1343 -0.0080 -0.0189 0.1544
H -2.2301 -1.2793 0.0463 0.0016 0.1502 -0.0206
H -1.1034 1.5454 0.5308 0.0403 -0.1375 -0.0135
H -0.8840 0.1679 1.5962 0.0069 0.0364 -0.1497
H 3.3183 -0.2168 0.6699 -0.1249 0.0325 -0.0992
H 2.4627 -1.1518 -0.5986 0.0430 0.1043 0.0436
H 2.7935 0.5755 -0.8518 -0.0243 -0.0902 0.0849
```
Forces are in eV/Å.

Frontier orbital gap: 11.40 eV
LUMO: 1.0 eV
SMILES: CCC(=O)OC
HOMO level: -0.3836 Ha